Computed, not measured: a cluster of 2 separate species, C2H2ClN4 in total at a distorted geometry, with ωB97M-V/def2-TZVPD.

Calculated values
Frontier orbital gap ... 6.6 eV
Charge ... -1
LUMO level ... 1.85 eV

Atoms and positions in Å:
N 1.194 -0.672 -0.634
C -1.349 0.097 2.085
N 0.916 0.269 -2.563
H -1.200 1.159 2.202
N -0.245 0.388 -1.965
Cl -0.264 -0.398 3.335
H -0.817 -0.299 0.119
C -0.011 -0.235 -0.792
N 1.776 -0.311 -1.787


Computed, not measured: a cluster of 2 separate species, CH3F2PS in total at a distorted geometry, with ωB97M-V/def2-TZVPD.

Calculated values
Frontier orbital gap (alpha / beta) ... 7.8 / 7.9 eV
LUMO level (alpha / beta) ... -1.01 / -0.85 eV

Atoms and positions in Å:
P 1.243 -1.652 -0.339
H 0.958 -1.825 1.058
S -0.299 1.756 0.625
C -0.737 0.227 -0.171
F -1.215 0.400 -1.335
H -0.849 2.582 -0.315
F -1.640 -0.467 0.594
H 2.539 -1.022 -0.117


no.,M (g mol⁻¹)
1,117.5
2,116.1